# 1
A single C13H15N3S molecule at a distorted geometry. Source: the OMol25 dataset; level of theory: ωB97M-V/def2-TZVPD.

ORCA input file:
```
! RIJCOSX wB97M-V def2-TZVPD def2/J DEFGRID3
* xyz 0 1
S 0.407 2.713 -3.542
N 1.041 2.055 0.248
C 1.141 2.691 -2.075
C -0.337 0.097 1.052
C -1.574 0.003 1.736
C 0.527 1.295 1.214
C 1.711 -2.291 -1.133
C 0.706 -3.130 -1.585
C 1.337 -1.205 -0.298
C -0.603 -2.942 -1.196
C 0.029 -0.980 0.136
C -0.942 -1.872 -0.354
N 1.999 3.708 -1.811
N 0.795 1.789 -1.064
C 0.803 1.828 2.571
C -2.529 -1.149 1.469
C -2.387 -1.684 0.041
H -1.885 0.765 2.448
H 2.723 -2.499 -1.415
H 1.052 -3.921 -2.266
H 2.096 -0.532 0.074
H -1.387 -3.638 -1.566
H 2.105 3.890 -0.814
H 2.099 4.425 -2.511
H 0.182 1.020 -1.352
H 0.972 1.041 3.276
H -0.071 2.410 2.932
H 1.665 2.515 2.560
H -2.321 -1.963 2.172
H -3.588 -0.867 1.694
H -2.847 -0.936 -0.612
H -2.920 -2.635 -0.028
*
```

The calculation puts the total energy at -29029.14538 eV. The value obtained for the molecular weight is 245.351 u. As for the SMILES: C/C(=N/NC(N)=S)C1=CCCc2ccccc21.

Here are the Mulliken charges for atoms 1 to 5, given in e: -0.4660, -0.6231, 0.2622, 0.8365, -0.7165

# 2
2 unconnected molecules or ions with the total composition C4H12N2O2 at a distorted geometry. Source: the OMol25 dataset; level of theory: ωB97M-V/def2-TZVPD.

ORCA input file:
```
! RIJCOSX wB97M-V def2-TZVPD def2/J DEFGRID3
* xyz 0 1
O 1.129 1.197 1.689
C 0.892 0.525 0.698
N 0.102 -0.573 0.746
C -0.582 -1.269 -0.311
N -0.046 -2.536 -0.692
C 1.445 0.902 -0.683
C 0.495 1.879 -1.375
H -0.119 -0.859 1.689
H -1.604 -1.396 0.038
H -0.594 -0.623 -1.182
H 0.892 -2.500 -1.036
H -0.173 -3.291 -0.037
H 1.647 -0.027 -1.226
H 2.404 1.362 -0.479
H -0.556 1.690 -1.155
H 0.760 2.906 -1.147
H 0.551 1.796 -2.466
H -1.943 0.683 2.905
H -2.240 0.152 1.549
O -2.460 -0.018 2.474
*
```

The calculation puts the total energy at -11418.13842 eV. The value obtained for the molecular weight is 120.152 u. As for the SMILES: CCC(=O)NCN.O.

Here are the Mulliken charges for atoms 1 to 5, given in e: -0.6515, 0.4887, -0.2098, -0.5990, -0.5893

# 3
2 unconnected molecules or ions with the total composition C3H10N2O at a distorted geometry. Source: the OMol25 dataset; level of theory: ωB97M-V/def2-TZVPD.

ORCA input file:
```
! RIJCOSX wB97M-V def2-TZVPD def2/J DEFGRID3
* xyz 0 1
C -2.218 1.066 -0.554
C 2.032 -0.612 0.109
C 0.556 -1.046 -0.160
N -2.423 -0.378 -0.352
N 1.808 0.742 0.639
O -2.865 -0.677 0.700
H -1.173 1.321 -0.285
H -2.436 1.442 -1.501
H -2.716 1.718 0.080
H 0.004 -1.046 0.783
H 2.506 -0.638 -0.879
H 2.544 -1.164 0.864
H 0.286 -0.373 -1.022
H 0.440 -1.885 -0.849
H 2.673 0.891 1.188
H 0.980 0.639 1.237
*
```

The calculation puts the total energy at -8296.98136 eV. The value obtained for the molecular weight is 90.126 u. As for the SMILES: CN=O.CCN.

Here are the Mulliken charges for atoms 1 to 5, given in e: -0.7355, -0.3203, -1.0890, 0.0997, -0.5866

# 4
A molecular structure, C2H2Br3N at a distorted geometry. Source: the OMol25 dataset; level of theory: ωB97M-V/def2-TZVPD.

ORCA input file:
```
! RIJCOSX wB97M-V def2-TZVPD def2/J DEFGRID3
* xyz 0 1
C 0.225 0.490 1.020
C -0.511 -0.227 -1.176
N 1.159 -0.086 1.502
Br -0.776 1.355 -2.196
Br -2.078 -1.320 -0.843
Br 0.869 -1.314 -1.837
H -0.612 1.264 1.276
H 1.724 -0.162 2.255
*
```

The calculation puts the total energy at -213719.84111 eV. The value obtained for the molecular weight is 279.757 u.

Here are the Mulliken charges for atoms 1 to 5, given in e: 0.1009, -0.2802, -0.2664, -0.0179, -0.0474

# 5
4 unconnected molecules or ions with the total composition C37H39Cl7I2NO3S at a distorted geometry. Source: the OMol25 dataset; level of theory: ωB97M-V/def2-TZVPD.

ORCA input file:
```
! RIJCOSX wB97M-V def2-TZVPD def2/J DEFGRID3
* xyz 1 1
C 0.995 -3.001 3.781
C 2.408 -2.735 3.134
S 2.405 -3.252 1.371
C 1.897 -1.854 0.281
C 0.605 -1.092 0.708
C 0.627 0.348 0.976
C 1.871 1.266 0.873
O 2.589 1.128 -0.078
O 2.197 2.291 1.765
C 2.630 1.830 3.031
I 1.465 0.635 4.380
C 3.877 2.219 3.426
C 4.527 1.801 4.792
I 5.076 3.488 2.132
C -0.654 1.018 1.341
C -0.792 2.545 1.616
C -2.099 3.191 0.973
O -2.181 4.516 1.559
C -1.853 0.177 1.442
N -1.866 -1.172 1.186
C -3.069 -2.042 1.270
C -4.366 -1.351 1.833
C -4.429 -1.416 3.414
C -5.952 -1.381 3.876
C -3.713 -0.205 4.139
C -0.678 -1.796 0.808
Cl -0.750 -3.538 0.426
H 1.035 -3.188 4.893
H 0.616 -3.972 3.345
H 0.256 -2.209 3.495
H 2.795 -1.695 3.260
H 3.141 -3.404 3.673
H 1.673 -2.314 -0.727
H 2.788 -1.201 0.129
H 3.787 2.102 5.589
H 5.440 2.432 4.976
H 4.781 0.713 4.828
H 0.061 3.148 1.198
H -0.868 2.745 2.721
H -1.981 3.354 -0.129
H -3.044 2.668 1.266
H -3.067 4.659 1.926
H -2.787 0.709 1.727
H -2.811 -2.871 1.993
H -3.280 -2.562 0.296
H -5.237 -1.963 1.454
H -4.541 -0.313 1.434
H -3.929 -2.360 3.749
H -6.348 -2.430 3.868
H -6.016 -0.990 4.924
H -6.546 -0.742 3.177
H -3.877 -0.364 5.246
H -4.207 0.780 3.908
H -2.598 -0.186 4.004
Cl -1.635 -2.456 -6.499
C -1.660 -1.834 -4.890
C -0.829 -2.332 -3.892
Cl 0.302 -3.602 -4.184
C -0.895 -1.801 -2.609
C -1.785 -0.774 -2.323
C -2.611 -0.273 -3.322
C -2.548 -0.803 -4.602
H -0.253 -2.186 -1.827
H -1.835 -0.363 -1.321
H -3.304 0.530 -3.102
H -3.195 -0.410 -5.376
Cl 11.407 2.718 4.042
C 10.681 3.889 3.001
C 9.453 3.671 2.386
Cl 8.551 2.216 2.624
C 8.916 4.643 1.549
C 9.599 5.830 1.329
C 10.823 6.050 1.948
C 11.362 5.081 2.782
H 7.961 4.478 1.065
H 9.178 6.584 0.675
H 11.358 6.978 1.781
H 12.317 5.257 3.261
Cl -6.904 -2.556 -6.682
C -6.175 -2.675 -8.245
C -6.930 -2.806 -9.405
Cl -8.656 -2.846 -9.379
C -6.292 -2.907 -10.637
C -4.907 -2.875 -10.711
C -4.153 -2.739 -9.551
C -4.788 -2.640 -8.321
H -6.874 -3.010 -11.544
H -4.414 -2.955 -11.672
H -3.071 -2.711 -9.606
H -4.195 -2.536 -7.421
*
```

The calculation puts the total energy at -161318.56241 eV. The value obtained for the molecular weight is 1079.769 u.

Here are the Mulliken charges for atoms 1 to 5, given in e: -0.5731, -0.1208, -0.1027, -1.1965, -0.2602

# 6
A gas-phase ion, C7H10N (charge +1) at a distorted geometry. Source: the OMol25 dataset; level of theory: ωB97M-V/def2-TZVPD.

ORCA input file:
```
! RIJCOSX wB97M-V def2-TZVPD def2/J DEFGRID3
* xyz 1 3
C 1.628 -0.760 0.686
C -0.369 -1.489 1.039
C 0.590 0.359 0.500
C 1.130 -1.995 0.985
C -0.712 0.151 1.371
C 0.809 1.838 0.015
C -1.448 -0.090 -1.012
N -0.600 -0.434 0.094
H 2.684 -0.514 0.426
H -1.243 -2.102 1.160
H 1.448 -2.887 1.359
H -1.535 0.796 1.660
H 0.088 1.855 -0.830
H 1.819 2.019 -0.277
H 0.423 2.550 0.690
H -1.731 0.938 -0.979
H -2.359 -0.675 -1.170
H -0.923 -0.117 -2.026
*
```

The calculation puts the total energy at -8895.90783 eV. Its expectation value of S² is 2.013. The value obtained for the molecular weight is 108.164 u.

Here are the Mulliken charges for atoms 1 to 5, given in e: -0.5449, 0.0145, 0.8373, -0.9493, -0.3776